1.
ORCA calculation (ωB97M-V/def2-TZVPD) on a structure of composition C10H30ClO5PbS5 in a non-equilibrium geometry.

Each line ends with the Mulliken charge.
CARTESIAN COORDINATES (ANGSTROEM)
1 Pb -0.573 -0.103 0.216  1.197
2 Cl -1.901 -0.768 2.703  -0.616
3 C 3.168 1.726 2.846  -0.926
4 S 1.385 1.406 2.878  0.432
5 O 0.871 1.379 1.473  -0.354
6 C 0.777 3.063 3.272  -1.004
7 H 3.505 2.385 2.047  0.321
8 H 3.520 0.695 2.807  0.278
9 H 3.722 1.899 3.769  0.444
10 H -0.260 3.270 3.007  0.293
11 H 1.231 3.851 2.671  0.269
12 H 0.954 3.086 4.347  0.437
13 C 0.529 -3.887 1.620  -0.724
14 S -0.462 -3.949 0.095  0.339
15 O -0.751 -2.466 -0.248  -0.373
16 C 0.801 -4.608 -1.085  -0.700
17 H -0.031 -3.636 2.521  0.336
18 H 1.375 -3.276 1.305  -0.017
19 H 0.986 -4.846 1.864  0.448
20 H 0.358 -5.186 -1.897  0.358
21 H 1.427 -5.362 -0.609  0.420
22 H 1.558 -3.845 -1.266  -0.036
23 C -5.453 -1.481 -0.470  -1.046
24 S -4.167 -0.587 -1.392  0.346
25 O -2.993 -0.158 -0.510  -0.451
26 C -3.548 -2.162 -2.023  -1.068
27 H -5.982 -2.174 -1.124  0.418
28 H -6.200 -0.798 -0.066  0.351
29 H -5.138 -1.988 0.442  0.343
30 H -4.340 -2.419 -2.727  0.496
31 H -3.466 -3.048 -1.394  0.312
32 H -2.640 -2.120 -2.625  0.284
33 C -2.316 4.033 -1.720  -0.986
34 S -1.231 3.895 -0.171  0.376
35 O -1.057 2.350 -0.060  -0.375
36 C 0.343 4.377 -0.835  -0.760
37 H -1.790 3.500 -2.512  0.278
38 H -2.451 5.067 -2.036  0.413
39 H -3.315 3.634 -1.541  0.328
40 H 0.752 3.614 -1.497  0.181
41 H 1.083 4.483 -0.042  0.225
42 H 0.139 5.325 -1.331  0.415
43 C 2.881 0.990 -0.828  -0.737
44 S 3.298 -0.659 -0.063  0.415
45 O 1.864 -0.995 0.357  -0.384
46 C 3.719 -1.702 -1.614  -1.018
47 H 2.591 1.604 0.025  -0.046
48 H 2.133 1.059 -1.617  0.277
49 H 3.812 1.422 -1.196  0.576
50 H 3.915 -2.743 -1.358  0.362
51 H 4.573 -1.397 -2.219  0.390
52 H 2.795 -1.749 -2.190  0.264

The HOMO energy comes out at -10.56 eV. For the energy relative to the best compared isomer or geometry (same formula, charge and spin), the calculation gives 68.3 kcal/mol. As for the charge: +1. The calculation puts the frontier orbital gap at 8.5588 eV. The total energy is -93031.0671 eV. As for the largest force on an atom: 3.40 eV/Å.

---

2.
ORCA calculation (ωB97M-V/def2-TZVPD) on a structure of composition C10H30CrO5S5 in a non-equilibrium geometry.

Each line ends with the Löwdin spin population.
CARTESIAN COORDINATES (ANGSTROEM)
1 Cr 10.724 -9.861 -9.116  3.705
2 C 7.660 -7.999 -11.900  0.005
3 S 9.363 -8.555 -11.852  0.018
4 O 9.409 -9.494 -10.605  0.053
5 C 9.382 -9.722 -13.248  0.003
6 H 6.939 -8.640 -11.457  0.000
7 H 7.374 -7.760 -12.904  0.001
8 H 7.668 -7.048 -11.438  0.000
9 H 10.286 -10.187 -13.254  0.000
10 H 9.280 -9.330 -14.228  0.001
11 H 8.494 -10.285 -13.036  0.000
12 C 12.342 -6.115 -10.807  0.001
13 S 12.542 -7.059 -9.306  0.013
14 O 11.877 -8.356 -9.673  0.040
15 C 14.284 -7.223 -9.605  0.003
16 H 11.277 -5.874 -10.880  0.000
17 H 12.541 -6.878 -11.566  0.000
18 H 12.896 -5.160 -10.911  0.000
19 H 14.649 -7.857 -8.795  0.000
20 H 14.734 -6.269 -9.410  0.000
21 H 14.522 -7.553 -10.696  0.000
22 C 14.166 -11.685 -10.224  0.004
23 S 12.731 -11.748 -11.297  0.009
24 O 11.634 -11.018 -10.480  0.038
25 C 13.190 -10.530 -12.443  0.002
26 H 15.070 -12.148 -10.727  0.000
27 H 13.983 -12.236 -9.260  0.000
28 H 14.358 -10.630 -10.081  0.000
29 H 13.401 -9.554 -12.011  0.000
30 H 12.282 -10.458 -13.060  0.000
31 H 14.084 -10.775 -12.996  0.000
32 C 7.805 -13.169 -7.335  -0.001
33 S 8.546 -11.522 -7.402  0.010
34 O 9.525 -11.368 -8.559  0.038
35 C 7.056 -10.839 -7.961  0.003
36 H 7.656 -13.647 -8.283  0.000
37 H 6.833 -13.219 -6.833  0.000
38 H 8.444 -13.791 -6.719  0.000
39 H 6.569 -11.543 -8.601  0.000
40 H 7.319 -9.931 -8.549  0.000
41 H 6.348 -10.658 -7.103  0.000
42 C 7.532 -6.889 -8.339  0.002
43 S 8.782 -7.582 -7.234  0.009
44 O 9.571 -8.585 -8.076  0.036
45 C 9.861 -6.137 -7.297  0.003
46 H 7.019 -6.087 -7.799  0.000
47 H 6.818 -7.693 -8.555  0.000
48 H 7.926 -6.418 -9.237  0.000
49 H 10.799 -6.524 -6.761  0.000
50 H 9.516 -5.308 -6.650  0.000
51 H 10.076 -5.737 -8.350  0.000

The HOMO energy (spin up / spin down) comes out at -12.83 / -15.06 eV. For the energy relative to the best compared isomer or geometry (same formula, charge and spin), the calculation gives 0.0 kcal/mol. As for the charge: +2. The calculation puts the frontier orbital gap (spin up / spin down) at 8.4122 / 10.4721 eV. The spin multiplicity is 5. The total energy is -103675.5665 eV. As for the largest force on an atom: 3.58 eV/Å.

---

3.
ORCA calculation (ωB97M-V/def2-TZVPD) on a structure of composition C10H30FK2O5 in a non-equilibrium geometry.

Each line ends with the Mulliken charge.
CARTESIAN COORDINATES (ANGSTROEM)
1 K 2.810 0.262 -2.359  1.020
2 K -0.814 0.725 -4.027  1.015
3 F 0.046 0.319 -1.357  -1.021
4 C 0.371 1.112 3.622  -1.160
5 C -0.665 0.880 2.486  0.429
6 O -0.103 -0.119 1.575  -0.529
7 H 1.221 1.741 3.358  0.245
8 H 0.839 0.170 3.909  0.302
9 H -0.053 1.518 4.540  0.465
10 H -0.851 1.735 1.835  -0.327
11 H -1.634 0.522 2.834  0.310
12 H -0.306 0.011 0.646  0.230
13 C -4.379 -1.802 -1.658  -1.301
14 C -2.952 -1.435 -1.112  0.572
15 O -2.806 -0.101 -1.277  -0.493
16 H -5.253 -1.584 -1.044  0.355
17 H -4.366 -2.892 -1.681  0.375
18 H -4.660 -1.396 -2.630  0.278
19 H -2.211 -1.925 -1.743  -0.232
20 H -2.823 -1.635 -0.048  0.252
21 H -1.855 0.028 -1.273  0.236
22 C 3.895 0.175 2.724  -0.868
23 C 3.436 -0.752 1.510  -0.251
24 O 2.942 0.036 0.472  -0.414
25 H 4.634 -0.202 3.431  0.380
26 H 3.061 0.586 3.294  0.047
27 H 4.309 1.097 2.317  0.244
28 H 2.701 -1.512 1.774  0.296
29 H 4.302 -1.292 1.127  0.350
30 H 2.001 0.008 0.658  0.207
31 C -0.671 5.087 -0.209  -1.334
32 C -0.580 3.598 -0.112  0.083
33 O -0.182 3.065 -1.385  -0.533
34 H -1.107 5.581 0.659  0.364
35 H -1.414 5.128 -1.006  0.297
36 H 0.312 5.511 -0.414  0.308
37 H -1.540 3.227 0.246  0.250
38 H 0.146 3.249 0.623  0.235
39 H 0.098 2.158 -1.244  0.352
40 C 0.376 -4.475 -2.237  -1.222
41 C 0.493 -2.920 -2.395  0.239
42 O 0.788 -2.446 -1.131  -0.469
43 H -0.400 -4.618 -1.485  0.315
44 H 1.306 -4.881 -1.838  0.332
45 H -0.075 -4.969 -3.097  0.360
46 H -0.423 -2.518 -2.828  0.015
47 H 1.422 -2.549 -2.828  0.168
48 H 0.612 -1.507 -1.219  0.230

The HOMO energy comes out at -12.34 eV. As for the charge: +1. The calculation puts the frontier orbital gap at 8.0712 eV. The total energy is -56456.2063 eV. As for the largest force on an atom: 3.35 eV/Å.